{
  "formula": "C13H15N3S2",
  "method": "ωB97M-V/def2-TZVPD",
  "smiles": "CC(C)(C)c1ccc(/C=N/c2nnc(S)s2)cc1",
  "energy_ev": -39864.06945,
  "total_charge": 0,
  "homo_lumo_gap_ha": 0.2867,
  "homo_ev": -8.4,
  "elements": ["C", "C", "C", "C", "C", "C", "C", "C", "C", "N", "C", "N", "N", "C", "S", "S", "C", "C", "H", "H", "H", "H", "H", "H", "H", "H", "H", "H", "H", "H", "H", "H", "H"],
  "positions_angstrom": [[-0.64053, 3.92443, 0.47343], [0.08895, 2.98178, 1.51558], [1.52812, 3.57558, 1.77187], [-0.70122, 2.99294, 2.81403], [0.17939, 1.57972, 0.91053], [-1.02483, 0.85986, 0.64411], [-1.03502, -0.46618, 0.24372], [0.14944, -1.09308, -0.09118], [0.18039, -2.39510, -0.73980], [-0.85329, -2.93679, -1.33787], [-0.63631, -4.07140, -2.07498], [0.49770, -4.74292, -2.15735], [0.41282, -5.77587, -3.04079], [-0.73590, -5.85640, -3.65628], [-0.90069, -7.11401, -4.87956], [-1.90912, -4.69117, -3.09156], [1.35094, -0.39739, 0.12654], [1.39927, 0.89477, 0.65988], [-0.04775, 4.10705, -0.40444], [-0.88926, 4.89586, 0.91783], [-1.55835, 3.42798, 0.14300], [2.08003, 3.61325, 0.79373], [2.07167, 2.95661, 2.50838], [1.46542, 4.57843, 2.17910], [-1.74401, 2.68080, 2.64537], [-0.64212, 3.95418, 3.28805], [-0.25251, 2.22916, 3.46111], [-1.97837, 1.30058, 0.79109], [-1.94553, -0.99575, 0.06904], [1.17404, -2.83873, -0.78577], [0.23276, -7.67572, -4.39994], [2.30159, -0.84019, -0.11810], [2.38226, 1.33770, 0.82126]],
  "forces_ev_per_angstrom": [[-0.10, -0.71, 0.90], [0.83, 1.43, -1.28], [-0.46, -0.91, -0.75], [0.01, -1.48, -0.20], [-0.10, -1.00, 0.04], [1.26, -0.27, 0.38], [0.26, 0.90, -0.41], [0.63, 0.22, 0.25], [-0.96, -0.69, -1.04], [1.24, 1.50, 1.31], [1.25, -0.94, -0.18], [-1.45, 0.16, -0.18], [-0.14, 0.45, -0.10], [0.43, 0.07, 0.60], [-0.16, 0.09, 0.33], [0.66, -0.36, -0.33], [-0.11, 0.21, 0.24], [-1.23, 0.02, -0.21], [0.44, -0.02, -0.39], [0.03, -0.24, 0.04], [-0.01, 0.26, 0.08], [-0.31, -0.02, 1.02], [-0.09, 0.21, -0.41], [-0.13, 0.20, -0.02], [0.27, 0.33, 0.12], [-0.14, 0.48, 0.23], [-0.15, 0.24, 0.22], [-0.61, 0.61, 0.29], [-0.55, -0.14, 0.00], [-0.04, -0.28, -0.19], [-0.25, 0.02, -0.29], [0.12, -0.38, -0.12], [-0.43, 0.02, 0.03]]
}

{
  "formula": "C13H15N5O2S3",
  "method": "ωB97M-V/def2-TZVPD",
  "smiles": "Cc1nc(CSc2nc3nc(=O)sc-3c(N[C@H](C)CO)[nH]2)cs1",
  "energy_ev": -57774.27444,
  "total_charge": 0,
  "homo_lumo_gap_ha": 0.2913,
  "homo_ev": -7.9,
  "elements": ["C", "C", "N", "C", "C", "S", "C", "N", "C", "N", "C", "O", "S", "C", "C", "N", "C", "C", "C", "O", "N", "C", "S", "H", "H", "H", "H", "H", "H", "H", "H", "H", "H", "H", "H", "H", "H", "H"],
  "positions_angstrom": [[-1.51430, -3.53362, 1.49595], [-1.32580, -2.36336, 2.35067], [-0.27767, -1.59389, 2.09964], [-0.11280, -0.66571, 3.08663], [1.11045, 0.31050, 3.19435], [2.62092, -0.40357, 2.30259], [2.35434, 0.41326, 0.82985], [3.25749, 1.13951, 0.36281], [3.13940, 1.81169, -0.82255], [4.06191, 2.59641, -1.39516], [3.68990, 2.94023, -2.66047], [4.48513, 3.17535, -3.56386], [2.09264, 2.41381, -3.04827], [2.00578, 1.50202, -1.59835], [1.05288, 0.62474, -1.10258], [0.05027, 0.16073, -1.89664], [-1.31605, -0.12050, -1.51045], [-2.10135, -0.82387, -2.62340], [-2.12165, 1.18617, -1.25290], [-1.87402, 2.20683, -2.24698], [1.13827, 0.27289, 0.23242], [-1.15533, -0.59209, 3.97259], [-2.23957, -1.94404, 3.78620], [-1.21998, -4.29190, 2.18349], [-2.49629, -3.61537, 1.11177], [-0.81171, -3.54783, 0.60315], [1.43171, 0.40470, 4.20468], [0.90749, 1.29563, 2.78900], [0.18185, 0.17477, -2.88460], [-1.35395, -0.81797, -0.68481], [-3.11454, -0.90535, -2.37797], [-2.04266, -0.27459, -3.60868], [-1.80420, -1.80015, -2.76910], [-1.71914, 1.65231, -0.29184], [-3.20261, 0.92552, -1.16667], [-0.90612, 2.42390, -2.42898], [0.49894, -0.43123, 0.56514], [-1.36965, 0.09409, 4.76333]],
  "forces_ev_per_angstrom": [[1.13, 0.04, -1.10], [1.26, 1.72, -0.41], [-0.59, -0.51, 0.82], [-0.30, 2.00, 1.04], [-0.31, -2.02, -1.59], [-0.77, -0.08, 2.10], [-1.16, 0.41, -0.40], [2.93, 1.58, -0.17], [0.93, 0.25, -1.04], [-0.87, -0.62, 2.29], [3.35, -1.43, -1.04], [-1.07, 1.13, 0.81], [-2.58, -0.47, -1.38], [-1.16, -0.53, 0.64], [0.42, 1.55, -0.58], [-0.68, -0.67, 0.44], [-1.49, 0.39, -0.96], [1.32, 2.02, -1.39], [2.23, 1.28, 1.56], [0.35, -0.43, -0.55], [-0.49, -0.51, -1.75], [0.15, -0.99, 0.04], [1.00, 0.55, -1.39], [-0.17, -1.55, -0.06], [-1.16, -0.50, -0.07], [-0.68, 0.26, 1.35], [0.04, 0.04, 0.81], [-0.01, 0.06, -0.11], [0.44, 0.36, -0.42], [0.05, 0.18, 0.75], [-1.60, 0.22, 0.56], [0.01, -0.44, 1.04], [1.09, -2.17, -0.48], [-0.92, -0.75, -0.66], [0.84, 0.72, -0.27], [-1.75, -0.85, 0.88], [-0.09, -0.50, 0.35], [0.32, 0.27, 0.33]]
}

{
  "formula": "C13H15NPt",
  "method": "ωB97M-V/def2-TZVPD",
  "s_squared": 6.019,
  "energy_ev": -18452.27949,
  "total_charge": 0,
  "homo_lumo_gap_ha": [0.1977, 0.2370],
  "spin_multiplicity": 5,
  "homo_ev": [-4.8, -8.5],
  "elements": ["C", "C", "C", "C", "C", "Pt", "N", "C", "C", "H", "H", "H", "H", "H", "H", "H", "H", "H", "H", "C", "C", "C", "C", "C", "C", "H", "H", "H", "H", "H"],
  "positions_angstrom": [[-0.88940, 0.98514, -1.82444], [0.50786, 0.80044, -2.12860], [1.26939, 1.70764, -1.31315], [0.35079, 2.45303, -0.49533], [-0.99147, 2.03107, -0.82771], [0.11039, 0.28088, 0.10413], [-1.36457, -1.18981, 0.07442], [-0.49466, -2.36150, -0.10164], [0.83734, -1.63607, -0.39467], [2.34779, 1.83972, -1.33874], [0.90642, 0.12185, -2.87451], [0.61692, 3.24370, 0.19607], [-1.91284, 2.44549, -0.43068], [-1.71797, 0.46432, -2.29032], [1.10361, -1.69186, -1.45688], [-0.79246, -2.98291, -0.96564], [-1.86455, -1.23155, 0.96250], [1.65067, -1.90552, 0.28229], [-0.47038, -3.00137, 0.79917], [0.37559, 0.81964, 4.90841], [0.35990, -0.45957, 4.34264], [0.36205, -0.61486, 2.94379], [0.30933, 0.50490, 2.12403], [0.35396, 1.78189, 2.68147], [0.38671, 1.94403, 4.07356], [0.39803, 0.94432, 5.99317], [0.35239, -1.34626, 4.97696], [0.39458, -1.60024, 2.48545], [0.35392, 2.64005, 2.01742], [0.42036, 2.95112, 4.49523]],
  "forces_ev_per_angstrom": [[0.90, 0.97, -1.07], [-0.57, 1.31, -0.84], [-0.66, 0.43, -0.70], [-0.35, 0.96, -1.45], [0.86, 0.32, -0.42], [0.24, -0.04, 2.17], [0.16, -2.08, 2.04], [0.56, 0.25, -0.97], [0.12, -2.16, -0.77], [-0.30, -0.14, 0.09], [-0.08, 0.10, 0.29], [-0.06, -0.19, -0.26], [0.24, -0.20, 0.02], [0.19, 0.09, 0.14], [0.25, -0.21, 0.42], [-0.15, 0.09, 0.37], [-1.01, 0.03, -0.56], [-0.02, -0.04, -0.15], [-0.30, 0.28, -0.30], [0.02, 0.03, -0.28], [0.15, -0.19, -0.43], [-0.20, 0.36, 1.27], [0.14, 0.29, 0.25], [-0.05, -0.13, 1.18], [0.05, 0.04, -0.30], [-0.05, -0.07, -0.33], [0.06, 0.23, -0.04], [-0.08, -0.04, 0.25], [-0.05, 0.01, 0.39], [-0.01, -0.31, -0.01]]
}

{
  "formula": "C13H15OS",
  "method": "ωB97M-V/def2-TZVPD",
  "energy_ev": -26594.10712,
  "total_charge": 1,
  "homo_lumo_gap_ha": [0.2582, 0.2583],
  "homo_ev": [-12.3, -12.3],
  "elements": ["C", "C", "C", "C", "C", "C", "C", "C", "C", "C", "C", "C", "C", "O", "S", "H", "H", "H", "H", "H", "H", "H", "H", "H", "H", "H", "H", "H", "H", "H"],
  "positions_angstrom": [[-1.41284, 0.94404, 2.80126], [-0.30308, 1.85467, 2.84450], [0.90551, -2.04098, 0.12694], [2.09295, -1.24269, 0.19990], [-0.26336, -1.75007, 0.80622], [2.08413, 0.05711, 0.68615], [-1.72601, -0.15000, 1.95184], [0.97199, 1.76703, 2.23758], [-0.77119, -0.48119, 0.92396], [1.01026, 0.90693, 1.14931], [-0.20172, 0.68709, 0.44772], [-1.17807, -1.26796, -2.38421], [-0.10400, 1.28342, -3.22991], [1.41754, -0.81121, -2.67556], [0.28546, -0.15191, -2.06973], [-2.17532, 1.22739, 3.55012], [-0.42232, 2.65247, 3.60229], [1.03896, -3.13782, -0.13775], [2.95516, -1.66637, -0.20009], [-1.10972, -2.39029, 0.90519], [3.14155, 0.51447, 0.73414], [-2.56906, -0.80786, 2.30974], [1.85944, 2.11323, 2.77182], [-0.72907, 1.55335, 0.28812], [-0.92730, -2.17294, -1.83803], [-1.44563, -1.41319, -3.45981], [-2.06081, -0.84195, -1.89620], [0.22530, 2.12854, -2.58580], [-1.10631, 1.31977, -3.75941], [0.51755, 1.31690, -4.10031]],
  "forces_ev_per_angstrom": [[-1.91, -0.27, -1.51], [1.34, 0.78, 0.11], [0.47, -2.24, 1.51], [-3.04, 1.91, 0.14], [-0.05, -0.26, -2.33], [2.98, 0.07, 0.38], [-0.37, 1.09, 2.15], [-1.62, 0.07, 0.81], [-0.90, 0.68, 1.59], [1.75, -2.24, -1.68], [2.07, 0.07, 0.62], [-0.24, 0.86, 0.10], [-0.74, 0.37, 0.84], [1.67, -0.69, -0.07], [-2.76, 0.43, -2.02], [0.44, -0.57, -0.38], [0.22, -0.77, -0.22], [-0.05, 1.55, 0.12], [1.48, -0.40, -0.41], [0.12, -1.52, 0.40], [-1.76, -0.55, 0.20], [1.23, 0.44, -0.62], [-0.28, 0.19, -0.41], [-1.83, 1.73, -0.54], [0.04, -0.20, -0.42], [0.80, 0.11, 0.84], [0.11, 0.13, 0.02], [-0.96, -0.04, -0.74], [0.63, 0.04, 1.68], [1.18, -0.75, -0.15]]
}